1.
Here is a cluster of 2 separate species, C5H11N2 in total from the Open Molecules 2025 dataset. Energies are from ωB97M-V with the def2-TZVPD basis set.

```
! wB97M-V def2-TZVPD RIJCOSX def2/J DEFGRID3
* xyz 0 2
N 0.044 1.900 0.346
N 0.118 -0.627 0.785
C 0.883 1.549 -1.876
C -0.985 -1.354 1.175
C 1.275 -1.312 0.519
C -1.442 -2.465 0.563
C -0.123 1.881 -1.095
H 1.390 -2.356 0.774
H 0.770 1.564 -2.948
H -1.124 2.019 -1.466
H -2.432 -2.791 0.850
H -1.600 -0.791 1.872
H 0.807 2.506 0.630
H -0.851 -2.992 -0.166
H -0.801 2.239 0.796
H 0.215 0.776 0.688
H 1.761 1.057 -1.477
H 2.095 -0.800 0.033
*
```

## Properties
relative energy (zero: lowest compared OMol25 entry of this formula, charge and spin): 41.1 kcal/mol
expectation value of S²: 0.76
HOMO level (spin up / spin down): -4.6 / -7.5 eV
LUMO energy (spin up / spin down): 0.3758 / 0.3530 eV

2.
Here is a cluster of 8 separate species, C57H78Br4F3N2O21S in total from the Open Molecules 2025 dataset. Energies are from ωB97M-V with the def2-TZVPD basis set.

```
! wB97M-V def2-TZVPD RIJCOSX def2/J DEFGRID3
* xyz -1 1
Br -1.166 0.345 0.704
Br 1.238 -3.873 0.316
Br 3.378 5.212 3.990
Br 1.671 6.922 1.055
S 2.211 -0.663 -2.394
F 0.883 6.586 3.723
F 1.079 3.602 3.838
F -0.538 5.375 2.262
O -10.726 -2.115 -6.406
O -7.329 0.733 -3.371
O -4.231 -8.602 5.093
O 1.270 1.377 -3.715
O 2.395 11.838 0.815
O 4.829 0.569 -0.659
O 1.613 -4.319 5.570
O 2.545 -1.206 -0.854
O 0.742 -1.138 -2.739
O 0.595 -6.362 5.710
O 6.311 2.122 4.387
O 4.322 3.101 -3.110
O 4.477 1.029 -4.191
O 4.044 13.350 0.339
O -9.372 -3.764 -7.228
O -5.975 -0.916 -4.193
O 7.771 -6.322 1.289
O -3.256 -6.881 3.945
O 3.093 -1.481 -3.386
O 6.682 0.980 2.440
O 5.508 -6.564 1.056
N 1.813 3.481 -5.419
N 4.871 -2.425 2.565
C -1.567 -2.735 0.629
C 1.153 -5.587 3.562
C -3.794 -7.887 7.269
C 6.634 0.380 5.902
C -4.938 2.360 -2.378
C -6.000 3.417 -3.045
C 6.182 1.178 -0.782
C 0.145 -6.703 3.447
C 2.354 10.532 1.387
C 0.451 -0.823 0.425
C 0.918 5.716 2.485
C -9.350 -4.560 -8.412
C -3.639 -7.376 4.992
C -7.912 -0.408 -5.423
C 0.417 2.584 -1.413
C 6.619 -4.608 0.165
C 1.849 4.439 2.878
C 2.313 1.220 -2.643
C 4.614 11.151 1.172
C -10.778 -4.600 -8.890
C -3.573 -6.721 6.339
C 6.702 1.035 3.659
C 2.009 -0.393 0.245
C 8.093 -4.503 -0.136
C -4.646 -8.813 6.441
C 2.679 -1.780 4.258
C -1.580 4.265 -1.065
C -3.370 2.843 -2.394
C 2.008 2.016 1.561
C -7.381 -1.752 -5.855
C 4.024 1.411 0.183
C 1.854 -1.036 3.031
C 1.635 2.398 -4.691
C 6.534 -5.933 0.861
C 0.263 -7.393 4.780
C 4.184 -1.771 1.410
C 3.716 9.941 1.128
C 7.196 -0.047 4.570
C -5.615 3.896 -4.579
C -5.245 5.522 -4.597
C 2.355 1.220 0.131
C 2.498 3.596 1.614
C 3.692 1.754 -3.340
C -2.941 3.383 -0.896
C 4.136 -2.381 3.859
C -7.082 -0.117 -4.209
C 3.695 12.243 0.714
C 1.152 -5.313 5.035
C -0.236 3.597 -0.324
C 6.569 1.878 5.768
C 1.901 1.997 -1.219
C 0.039 -2.289 0.449
C 2.729 -1.066 1.610
C -11.309 -3.256 -8.458
C -5.953 -1.712 -5.377
C -10.479 -2.965 -7.245
C 8.715 -5.297 0.983
H 4.763 -1.815 0.366
H -12.371 -3.306 -8.207
H 3.744 9.500 0.124
H -7.471 -1.933 -6.929
H -1.849 -2.337 1.719
H 6.839 0.412 -1.418
H -0.513 3.175 0.717
H 6.170 2.177 -1.396
H 4.713 -2.899 4.769
H 2.606 1.550 2.485
H 9.665 -5.749 0.683
H 0.892 1.991 1.866
H -4.375 -5.982 6.416
H -7.035 2.828 -3.138
H -5.713 -8.577 6.519
H 0.326 -7.370 2.600
H -8.682 -4.087 -9.139
H 1.560 9.947 0.914
H 0.485 4.540 -0.192
H 8.878 -4.692 1.881
H -6.586 3.779 -5.260
H -5.948 6.135 -5.315
H -0.385 1.763 -1.740
H 8.307 -4.986 -1.097
H -5.290 5.971 -3.508
H -2.923 2.562 -0.065
H 1.060 -8.143 4.792
H 2.153 -5.909 3.259
H -2.833 -8.367 7.491
H 5.767 2.308 6.375
H -11.323 -5.395 -8.366
H 2.266 -1.859 5.361
H 3.992 9.164 1.845
H 5.623 -0.027 6.021
H 0.801 -0.553 3.163
H -10.868 -4.781 -9.964
H -1.734 5.308 -0.520
H 0.842 -4.705 2.997
H 4.350 2.527 -0.089
H -4.118 5.599 -4.958
H -0.860 -6.279 3.335
H 5.466 11.043 0.497
H 7.515 2.361 6.037
H -8.974 -0.458 -5.172
H 6.287 -3.823 0.849
H 7.233 0.049 6.756
H 4.409 1.266 1.305
H 2.581 2.983 -1.239
H 0.461 3.328 -2.354
H -4.980 1.315 -2.934
H 8.290 -0.043 4.569
H -5.285 -1.239 -6.104
H -1.363 4.537 -2.202
H -7.727 0.363 -6.176
H 2.139 10.625 2.456
H 6.022 -4.604 -0.750
H 8.457 -3.474 -0.187
H -11.124 -2.485 -9.211
H 3.660 3.545 1.893
H -2.601 2.014 -2.716
H -1.717 -3.893 0.664
H -6.230 4.350 -2.355
H -0.676 -7.868 5.078
H -5.573 -2.711 -5.143
H 4.951 11.371 2.189
H 6.698 1.381 0.248
H 2.466 4.150 0.588
H -4.494 -9.861 6.714
H -4.259 -7.608 8.218
H 6.812 -1.024 4.267
H -2.599 -6.255 6.504
H -2.265 -2.243 -0.173
H -8.970 -5.558 -8.178
H -3.804 4.145 -0.578
H -7.926 -2.547 -5.331
H -5.238 2.251 -1.230
H -4.750 3.255 -5.044
H -3.204 3.742 -3.162
*
```

## Properties
relative energy (zero: lowest compared OMol25 entry of this formula, charge and spin): 510.3 kcal/mol
HOMO level: -5.0 eV
LUMO energy: 1.2418 eV

3.
Here is an isolated molecule of CH5OP from the Open Molecules 2025 dataset. Energies are from ωB97M-V with the def2-TZVPD basis set.

```
! wB97M-V def2-TZVPD RIJCOSX def2/J DEFGRID3
* xyz 0 1
P 1.308 -0.375 -0.101
O -1.538 -0.603 0.099
C -0.526 0.257 -0.136
H 1.586 1.003 0.222
H -0.707 1.278 0.394
H -0.559 0.556 -1.330
H -1.324 -1.430 -0.347
H 1.760 -0.687 1.198
*
```

## Properties
relative energy (zero: lowest compared OMol25 entry of this formula, charge and spin): 39.8 kcal/mol
SMILES: OCP
HOMO level: -9.6 eV
LUMO energy: 0.6613 eV

4.
Here is an isolated molecule of C24H25N3O2S from the Open Molecules 2025 dataset. Energies are from ωB97M-V with the def2-TZVPD basis set.

```
! wB97M-V def2-TZVPD RIJCOSX def2/J DEFGRID3
* xyz 0 1
S 4.229 0.372 -1.125
O -4.606 0.075 0.707
O 1.987 2.939 -2.162
N -2.443 -0.231 1.281
N -1.176 -1.936 0.237
N 3.776 -0.903 1.163
C -2.595 0.570 2.476
C 4.349 -0.993 -0.027
C 5.172 -3.180 0.430
C -0.334 0.355 0.120
C -2.303 2.805 3.590
C -1.936 -2.955 -1.827
C -2.103 -2.060 -0.773
C 3.889 -1.929 1.993
C 5.062 -2.120 -0.444
C -3.286 -1.314 -0.691
C 4.572 -3.089 1.683
C -0.927 1.068 -0.911
C -4.267 -1.461 -1.663
C -0.182 1.938 -1.688
C 1.022 0.534 0.361
C 1.176 2.111 -1.450
C 1.784 1.403 -0.400
C 1.438 3.668 -3.233
C -4.086 -2.339 -2.714
C -2.040 1.989 2.331
C -2.921 -3.089 -2.786
C 3.242 1.562 -0.135
C -3.520 -0.422 0.465
C -1.110 -0.667 0.939
H -0.676 2.475 -2.481
H -1.028 -3.539 -1.886
H -5.168 -0.874 -1.567
H -0.271 -2.347 0.051
H -1.905 3.810 3.481
H 5.509 -2.136 -1.425
H -4.848 -2.448 -3.470
H 5.717 -4.068 0.146
H 2.265 4.240 -3.651
H -3.668 0.621 2.676
H 3.489 1.353 0.904
H -2.100 0.057 3.308
H 3.595 2.544 -0.443
H -2.776 -3.782 -3.602
H 0.658 4.357 -2.893
H -2.520 2.466 1.475
H -3.371 2.876 3.780
H -1.831 2.340 4.453
H 1.031 3.006 -4.003
H 1.510 -0.014 1.155
H -0.566 -0.845 1.880
H -1.980 0.953 -1.115
H 4.638 -3.898 2.394
H -0.967 1.949 2.134
H 3.403 -1.798 2.951
*
```

## Properties
relative energy (zero: lowest compared OMol25 entry of this formula, charge and spin): 29.3 kcal/mol
SMILES: CCCN1C(=O)c2ccccc2N[C@H]1c1ccc(OC)c(CSc2ccccn2)c1
HOMO level: -8.0 eV
LUMO energy: 0.5532 eV

5.
Here is a cluster of 2 separate species, C5H15N2O in total from the Open Molecules 2025 dataset. Energies are from ωB97M-V with the def2-TZVPD basis set.

```
! wB97M-V def2-TZVPD RIJCOSX def2/J DEFGRID3
* xyz 1 1
O 2.533 -2.595 4.209
N -2.073 -0.777 -2.611
N 1.333 1.361 1.482
C -2.217 0.489 -1.657
C -0.046 0.654 -0.348
C 0.468 1.557 0.483
C 0.498 -0.681 -0.603
C -0.962 1.226 -1.403
H 1.756 0.377 1.665
H -0.922 -1.041 -2.774
H 1.865 -3.195 4.083
H 1.700 -0.618 -0.443
H 0.392 -1.201 -1.579
H 3.226 -3.114 4.582
H -0.382 1.397 -2.351
H -2.465 -1.563 -2.228
H -3.005 1.263 -2.199
H -2.738 0.016 -0.774
H 0.342 -1.607 0.025
H -2.304 -0.538 -3.537
H -1.319 2.201 -1.087
H 0.293 2.597 0.307
H 2.030 2.227 1.708
*
```

## Properties
relative energy (zero: lowest compared OMol25 entry of this formula, charge and spin): 85.3 kcal/mol
HOMO level: -11.1 eV
LUMO energy: -3.4898 eV

6.
Here is an isolated molecule of C2H3NO2 from the Open Molecules 2025 dataset. Energies are from ωB97M-V with the def2-TZVPD basis set.

```
! wB97M-V def2-TZVPD RIJCOSX def2/J DEFGRID3
* xyz 0 1
O -0.178 1.258 0.280
O 3.030 0.253 -0.044
N 0.919 -0.833 0.346
C 1.825 0.023 -0.036
C 0.475 0.272 -0.503
H 0.602 -1.437 1.080
H -1.042 0.957 0.764
H 0.021 0.253 -1.471
*
```

## Properties
relative energy (zero: lowest compared OMol25 entry of this formula, charge and spin): 59.6 kcal/mol
SMILES: O=C1N[C@H]1O
HOMO level: -9.9 eV
LUMO energy: 0.5582 eV

Which of these has the highest relative energy (zero: lowest compared OMol25 entry of this formula, charge and spin)? C57H78Br4F3N2O21S